Density functional theory data (ωB97M-V with the def2-TZVPD basis set) for a 6-piece molecular cluster, C21H40Cl10N2O5 overall in a non-equilibrium geometry.

Structure (XYZ):
```
78
Properties=species:S:1:pos:R:3:forces:R:3
C 0.243 1.192 2.381 1.08 0.34 -0.46
C 1.050 -3.558 1.303 -1.48 2.34 0.16
Cl -3.236 -3.959 -1.216 0.04 -0.12 -0.06
C 0.937 2.484 1.577 0.03 -0.98 0.48
H 3.226 -2.323 -2.277 -2.45 -0.40 0.99
H -1.842 -0.021 -2.419 1.53 -1.89 -0.66
C 2.359 5.857 4.231 0.00 0.31 0.31
C 0.923 0.213 -3.118 5.12 -0.37 -2.13
H 1.389 -1.222 0.095 1.70 -1.24 -0.88
H -0.058 6.042 -7.738 -0.08 -0.30 0.16
C 2.339 -1.836 -0.228 0.35 -0.60 0.78
H -0.842 0.142 0.672 -0.61 0.95 2.01
C -4.891 -3.347 -1.332 -0.39 -0.08 -0.23
H 3.161 6.597 4.294 -0.17 -0.27 -0.13
Cl -5.133 -1.963 -0.259 -0.31 -0.15 -0.38
C -2.793 -1.220 1.792 -0.90 0.65 -0.24
C -0.473 -5.143 2.418 -1.02 -3.73 2.32
C 5.890 3.421 6.967 0.15 -0.31 -0.07
H 6.407 2.844 7.737 -0.18 0.26 -0.13
C 0.204 1.679 -3.441 0.01 0.32 0.40
H 0.423 -3.260 0.358 0.99 -1.13 1.38
H -0.026 1.816 -4.605 0.71 -0.69 2.94
C -1.164 0.704 1.675 0.88 0.56 -0.11
H 0.156 -1.611 2.495 0.05 -2.46 -0.03
Cl 0.987 3.998 -7.181 0.08 0.10 -0.09
H -2.208 -1.553 0.807 -1.02 0.47 2.08
H -5.084 -3.036 -2.362 0.16 -0.02 0.29
H -1.554 -3.651 1.199 0.57 0.38 2.43
H -3.903 -3.206 1.959 1.20 1.61 1.49
C 0.224 -2.779 2.531 0.56 -1.92 -0.79
H 1.869 2.063 0.987 -2.02 1.02 0.88
H -3.325 2.365 -5.646 0.18 -0.26 -0.03
H -1.132 -0.765 -4.007 -0.22 -0.66 2.63
H 1.358 3.194 2.406 -1.03 -1.21 -1.85
H -1.739 1.668 1.324 1.01 -1.81 0.80
H 0.918 1.897 4.133 -1.59 -0.65 -0.67
H 3.076 -2.526 1.838 -0.98 -1.30 -1.55
C 2.555 -3.034 0.918 -0.15 0.45 0.28
Cl 3.068 4.263 3.944 0.22 0.03 0.17
H -0.746 4.662 -8.642 0.07 -0.02 0.33
Cl 6.695 4.984 6.783 0.08 -0.06 -0.04
H 3.246 -1.063 -0.181 -1.93 -1.85 -0.22
H 0.942 2.568 -3.150 -1.37 -2.28 -0.53
O 0.039 1.544 3.800 1.15 0.13 -1.10
H 0.162 3.026 0.878 1.68 -1.01 1.39
C 2.223 -2.570 -1.689 0.38 -0.17 0.25
Cl -3.321 0.136 -4.865 -0.48 0.17 -0.21
O -0.870 -6.277 3.004 3.01 7.54 -4.25
N 0.255 -0.872 -2.265 -0.24 0.97 -3.31
C -1.188 -3.653 2.335 1.20 -0.06 -0.17
H 1.802 5.835 5.170 0.10 -0.10 -0.31
N -2.050 -0.143 2.572 0.79 -0.93 -1.12
O -2.239 -3.298 3.302 0.68 0.15 -1.64
C -3.307 -2.486 2.701 -0.84 0.10 -2.17
H -5.585 -4.142 -1.050 0.27 0.20 0.03
H -1.539 -0.530 3.395 -0.42 0.43 -1.16
H -1.742 -1.911 -2.574 1.35 1.88 -0.37
Cl -1.703 4.890 -6.495 -0.13 0.24 -0.01
O 0.833 -4.964 1.699 -2.41 0.01 1.10
Cl 4.199 3.628 7.439 0.00 -0.12 0.05
H 0.073 -3.105 -2.296 1.44 2.22 -0.19
O 2.147 0.042 -3.661 -7.17 0.60 3.46
H -3.599 1.186 -6.962 0.23 -0.04 0.24
H 1.091 0.354 2.374 -2.02 1.36 -0.20
C 0.854 -2.238 -2.529 1.37 -1.48 -0.79
H -3.780 -0.689 1.381 2.14 -1.24 0.95
H 5.931 2.886 6.015 -0.08 0.25 0.20
H 2.227 -3.750 -1.513 -0.05 2.56 -0.39
C -1.181 -0.915 -2.824 -1.01 0.79 -0.77
H -0.787 1.851 -2.836 1.94 -0.48 -1.21
C -0.385 5.001 -7.668 0.08 0.11 -0.34
H -4.108 -2.082 3.458 2.12 -1.04 -0.91
H 3.227 -3.912 0.498 -1.43 1.86 0.93
H 0.759 -3.230 3.494 -1.31 1.49 -1.72
H 1.128 -2.381 -3.681 -0.65 0.47 2.33
Cl 1.261 6.310 2.921 0.01 0.07 0.07
C -3.018 1.402 -6.061 -0.25 0.23 -0.19
Cl -1.304 1.478 -6.487 -0.32 -0.18 -0.51
```
Forces are in eV/Å.

SMILES: CC(=O)N(C)CCCC[C@@H]1C[C@H](OCCNC[C@@H](C)O)C(=O)O1.ClCCl.ClCCl.ClCCl.ClCCl.ClCCl
Spin multiplicity: 1
Maximum force (eV Å⁻¹): 9.16
ΔE to the lowest compared entry with this formula, charge and spin (kcal per mole): 201.01
Kohn-Sham gap (eV): 9.03
HOMO (Eh): -0.3232
Charge: 0